Entry from the OMol25 dataset: a cluster of 2 separate species, C9H11BrN2O in total at a distorted geometry (ωB97M-V with the def2-TZVPD basis set).

```
24
C9H11BrN2O (ωB97M-V with the def2-TZVPD basis set)
C -2.51097 -1.46152 1.24957
C -2.02574 -0.13193 0.91343
C -1.05152 -0.20718 -0.19784
Br -1.61149 -1.22190 -1.77004
C -0.02214 0.62576 -0.37197
C 0.77259 0.78674 -1.58146
C 1.93093 1.51158 -1.56341
C 2.38085 2.10588 -0.36847
C 1.56781 1.98401 0.77351
N 0.52625 1.22329 0.69707
H -3.20090 -1.82365 0.50043
H -2.98816 -1.75513 2.22040
H -1.57697 -2.05859 1.08312
H -2.96556 0.53986 0.62176
H -1.64918 0.57957 1.64955
H 0.32467 0.46229 -2.58174
H 2.47047 1.66602 -2.45927
H 3.19580 2.85268 -0.38593
H 1.80756 2.64182 1.58902
H -0.02931 1.18008 1.58653
N 1.32696 -2.70980 -1.02178
C 1.23843 -2.33017 0.09329
O 1.21231 -2.01074 1.19873
H 0.87730 -2.44898 -1.87451
```

For the HOMO-LUMO gap, the calculation gives 0.2757 Ha. The value obtained for the LUMO energy is 0.525 eV. Its total energy is -84579.50983 eV. As for the net charge: 0. As for the SMILES: CC/C(Br)=C1/C=CC=CN1.N=C=O.

=====

Entry from the OMol25 dataset: the ion C9H11N2 with charge +1 at a distorted geometry (ωB97M-V with the def2-TZVPD basis set).

```
22
C9H11N2 (ωB97M-V with the def2-TZVPD basis set)
C 0.48521 1.99006 -1.66362
C 0.82548 1.17608 -0.69556
C 1.44865 0.41418 0.18469
C 2.76414 0.96068 0.73079
C 0.98380 -0.93182 0.46142
C -0.16108 -1.54924 0.08744
C -1.39817 -1.06298 -0.24544
C -2.45389 -2.03468 -0.75653
C -1.68141 0.26382 0.23733
N -2.43344 1.15869 0.57771
N -3.14191 1.88747 1.24452
H 0.25670 3.05123 -1.53245
H 1.05878 1.92705 -2.63079
H 2.98589 0.60671 1.74229
H 3.61774 0.61155 0.07278
H 2.68327 2.09355 0.61421
H 1.89692 -1.45739 0.87106
H -0.10208 -2.66573 -0.02625
H -2.07182 -3.02449 -1.11518
H -3.20740 -2.17386 0.09005
H -3.03258 -1.45716 -1.59207
H -2.78623 2.72757 1.66780
```

For the HOMO-LUMO gap (alpha / beta), the calculation gives 0.2354 / 0.2466 Ha. The value obtained for the LUMO energy (alpha / beta) is -6.044 / -6.020 eV. Its total energy is -12477.84995 eV. As for the net charge: +1. As for the SMILES: C=C=C(C)/C=C\C(C)=C=[N+]=N.

=====

Entry from the OMol25 dataset: a structure of composition C9H11N2O at a distorted geometry (ωB97M-V with the def2-TZVPD basis set).

```
23
C9H11N2O (ωB97M-V with the def2-TZVPD basis set)
C -1.81219 -0.54201 1.35172
C -1.97106 -0.44576 -1.02512
C -3.12448 -0.47368 1.40359
C -3.29756 -0.31863 -0.86118
C -1.09204 -0.47189 0.09308
C 2.31134 -0.81140 0.05059
C 1.40705 -0.41664 1.13675
C 1.26221 -0.70902 -0.90006
C 0.30880 -0.36680 0.06843
N -3.90951 -0.21017 0.34285
N 2.23612 2.04365 -1.16863
O 3.43709 1.56221 -0.70619
H -1.26935 -0.67970 2.31829
H -1.53108 -0.47288 -2.00666
H -3.70639 -0.54674 2.33488
H -3.88977 -0.24906 -1.77212
H 3.10390 0.56294 -0.56902
H 3.37233 -0.94102 -0.08439
H 1.57592 -1.11696 2.00087
H 1.56030 0.53986 1.65376
H 2.33536 3.03519 -1.13744
H 1.22990 -0.74026 -1.93303
H 1.46311 1.76880 -0.59095
```

For the HOMO-LUMO gap, the calculation gives 0.2265 Ha. The value obtained for the LUMO energy is 3.841 eV. Its total energy is -14534.95795 eV. As for the net charge: -1.

=====

Entry from the OMol25 dataset: the ion C9H11N2O2 with charge +1 at a distorted geometry (ωB97M-V with the def2-TZVPD basis set).

```
24
C9H11N2O2 (ωB97M-V with the def2-TZVPD basis set)
C 2.87213 0.18792 1.28285
O 1.49602 0.10041 0.81006
C 1.29590 -0.00419 -0.54748
O 2.17252 -0.17336 -1.35664
C -0.19697 0.16983 -0.79172
C -0.23001 1.15045 -1.94980
C -0.64778 -1.28128 -1.00844
C -1.28146 -1.95234 -0.04204
C -1.51600 -1.49055 1.28983
C -1.33993 -0.17719 1.58194
C -0.84907 0.82838 0.46953
N -2.03782 1.45300 0.10560
N -3.08480 1.77989 -0.06903
H 3.17189 -0.79268 1.44841
H 2.74858 0.67211 2.16477
H 3.50741 0.66315 0.52202
H 0.17948 2.13195 -1.84376
H -1.26129 0.99725 -2.33129
H 0.39621 0.74363 -2.81216
H -0.40851 -1.64079 -2.00919
H -1.54000 -2.93230 -0.41538
H -1.77555 -2.24777 2.13629
H -1.54651 0.28772 2.47917
H -0.12443 1.52676 0.88646
```

For the HOMO-LUMO gap, the calculation gives 0.2938 Ha. The value obtained for the LUMO energy is -5.277 eV. Its total energy is -16576.35552 eV. As for the net charge: +1. As for the SMILES: COC(=O)[C@@]1(C)C=CC=C[C@@H]1[N+]#N.

=====

Entry from the OMol25 dataset: a cluster of 2 separate species, C9H11N2P in total at a distorted geometry (ωB97M-V with the def2-TZVPD basis set).

```
23
C9H11N2P (ωB97M-V with the def2-TZVPD basis set)
C 0.86306 -1.03137 -3.23234
C 1.57352 0.21732 -3.04858
C 1.01463 1.65836 2.52887
C -0.12970 2.40912 2.75680
C -0.06979 -1.14277 -2.22516
C 1.04666 0.81267 -1.88981
C 0.89666 0.95141 1.37761
C -0.97135 2.14462 1.70790
C -2.24025 -1.92830 0.61049
N 0.05999 0.00241 -1.38110
N -0.34001 1.19844 0.87722
P -1.30450 0.58271 -0.43529
H 1.19214 -1.82783 -3.86106
H 2.16650 0.76996 -3.71600
H 1.99165 1.57351 3.06843
H -0.24766 3.12819 3.44770
H -0.61992 -1.96113 -1.91249
H 1.09046 1.73480 -1.36310
H 1.62191 0.27993 0.95846
H -2.04550 2.35373 1.51644
H -3.30485 -1.84987 0.35333
H -2.13307 -1.95541 1.70831
H -1.59185 -2.65276 0.10445
```

For the HOMO-LUMO gap (alpha / beta), the calculation gives 0.2754 / 0.2868 Ha. The value obtained for the LUMO energy (alpha / beta) is -0.242 / -0.651 eV. Its total energy is -21776.65501 eV. As for the net charge: 0.

=====

Entry from the OMol25 dataset: a cluster of 2 separate species, C9H11N2S2 in total at a distorted geometry (ωB97M-V with the def2-TZVPD basis set).

```
24
C9H11N2S2 (ωB97M-V with the def2-TZVPD basis set)
C 3.19173 0.82593 0.79019
C 2.62771 -0.30047 1.37689
C 2.37887 1.77710 0.18220
C 1.26522 -0.50201 1.33064
C 1.01539 1.59402 0.14059
C 0.43065 0.43679 0.69073
C -1.62372 -1.09033 0.69598
C -3.06633 -1.04320 1.10892
C -0.98468 0.24320 0.63548
N -1.12412 -2.19850 0.39537
N -1.13232 -0.13213 -2.19923
S -3.81502 0.55169 0.67640
S -2.03698 1.54665 0.52565
H 4.26042 0.96583 0.81712
H 3.25704 -1.01872 1.87854
H 2.81789 2.65706 -0.26006
H 0.83644 -1.34807 1.84455
H 0.37777 2.31914 -0.34361
H -3.62744 -1.83843 0.62151
H -3.15053 -1.17306 2.19209
H -0.15056 -2.24188 0.12164
H -0.46357 0.51964 -2.59685
H -2.03222 0.07559 -2.62110
H -0.86847 -1.05789 -2.52578
```

For the HOMO-LUMO gap (alpha / beta), the calculation gives 0.2511 / 0.2512 Ha. The value obtained for the LUMO energy (alpha / beta) is -5.889 / -5.889 eV. Its total energy is -34154.79189 eV. As for the net charge: +1.

=====

Entry from the OMol25 dataset: an isolated molecule of C9H11N3O2 at a distorted geometry (ωB97M-V with the def2-TZVPD basis set).

```
25
C9H11N3O2 (ωB97M-V with the def2-TZVPD basis set)
C 1.25041 -2.30316 -1.43999
C 1.40839 -0.85290 -1.07247
C 2.44572 -0.03113 -1.52958
C 2.55386 1.27853 -1.13658
C 1.55937 1.97278 -0.37858
C 0.54803 1.14880 0.14258
C 0.53847 -0.20727 -0.21795
N -0.45839 -0.90293 0.50252
C -1.35941 0.31523 1.08307
C -2.17791 0.05032 2.36062
N -2.53135 0.35214 0.10256
O -3.00762 1.46595 -0.05048
O -2.93278 -0.65132 -0.38898
N -0.52388 1.41509 1.03176
H 0.76222 -2.30726 -2.40189
H 2.27341 -2.98207 -1.47746
H 0.58548 -2.80076 -0.72531
H 3.28048 -0.50382 -2.10938
H 3.41903 1.73402 -1.36299
H 1.73533 2.95037 -0.06553
H -1.19125 -1.33851 0.07874
H -2.61428 0.97369 2.65066
H -1.62908 -0.35864 3.19581
H -2.93858 -0.72180 2.13227
H -0.99568 2.30464 1.07656
```

For the HOMO-LUMO gap, the calculation gives 0.3073 Ha. The value obtained for the LUMO energy is 0.239 eV. Its total energy is -18073.08157 eV. As for the net charge: 0. As for the SMILES: Cc1cccc2c1N[C@](C)([N+](=O)[O-])N2.

=====

Entry from the OMol25 dataset: a structure of composition C9H11N3O2 at a distorted geometry (ωB97M-V with the def2-TZVPD basis set).

```
25
C9H11N3O2 (ωB97M-V with the def2-TZVPD basis set)
C -1.51851 0.45638 -1.06277
C -1.79428 -0.11869 1.23833
C -2.74496 1.09332 -0.98451
C -3.01510 0.53551 1.19540
C -1.02711 -0.17570 0.07659
C 3.44710 0.48520 0.33177
C 1.55573 1.54303 0.07501
C 0.36525 -2.03612 -0.94878
C 0.24644 -0.93036 0.06616
N -3.48417 1.12802 0.11202
N 2.75235 -0.32451 -0.35658
N 1.54691 0.26247 -0.62485
O 2.84418 1.64627 0.67252
O 0.68787 -1.22878 1.31694
H -0.94350 0.45982 -1.97368
H -1.44315 -0.59210 2.14166
H -3.16627 1.59889 -1.84267
H -3.65192 0.58481 2.06925
H 4.46510 0.33684 0.63322
H 1.42534 2.35528 -0.65263
H 0.78033 1.62643 0.84984
H -0.30261 -2.85422 -0.67379
H 0.10183 -1.67899 -1.93691
H 1.39248 -2.39501 -0.97324
H 1.48071 -1.77780 1.25171
```

For the HOMO-LUMO gap (alpha / beta), the calculation gives 0.1912 / 0.2525 Ha. The value obtained for the LUMO energy (alpha / beta) is 0.554 / -2.168 eV. Its total energy is -18071.32041 eV. As for the net charge: 0. The spin multiplicity is 3.

=====

Entry from the OMol25 dataset: a cluster of 2 separate species, C9H11N6 in total at a distorted geometry (ωB97M-V with the def2-TZVPD basis set).

```
26
C9H11N6 (ωB97M-V with the def2-TZVPD basis set)
C -3.81606 -0.93181 -1.10615
C -2.97472 0.03239 -1.83583
C -3.14391 -1.77420 -0.14831
C -1.66290 0.09409 -1.65174
C -1.81768 -1.61023 0.07278
C -1.05378 -0.68986 -0.62012
C 3.13141 1.72083 -1.10692
C 1.95987 1.01740 -0.85731
C 3.14934 -0.06949 0.98732
N 4.18322 1.53545 -0.39028
N 3.96181 0.73140 0.63951
N 0.26615 -0.47738 -0.21006
N 0.97104 0.41984 -0.61053
N 2.34010 -0.88023 1.58416
N 0.57345 1.00371 1.96386
H -4.82693 -0.84946 -1.28449
H -3.52081 0.56143 -2.56888
H -3.64428 -2.39567 0.58893
H -0.90583 0.76201 -2.13447
H -1.40343 -2.29617 0.89107
H 3.11923 2.45329 -2.03029
H 2.57163 -1.88214 1.75937
H 1.47773 -0.29270 2.08477
H -0.45957 0.77862 1.71548
H 0.77744 1.77100 1.37098
H 0.74748 1.26789 2.89715
```

For the HOMO-LUMO gap (alpha / beta), the calculation gives 0.2461 / 0.2460 Ha. The value obtained for the LUMO energy (alpha / beta) is -4.793 / -4.793 eV. Its total energy is -18438.76358 eV. As for the net charge: +1.

=====

Entry from the OMol25 dataset: an isolated molecule of C9H11NO at a distorted geometry (ωB97M-V with the def2-TZVPD basis set).

```
22
C9H11NO (ωB97M-V with the def2-TZVPD basis set)
C -1.45326 -1.69699 -2.60225
C -1.48764 -0.49123 -1.95620
C -0.93621 -2.67377 -1.84297
C -0.85516 -0.65443 -0.73658
C 0.46111 -2.46977 0.22125
C -0.54115 0.26611 0.37473
C 0.91789 0.49907 0.57681
C 1.85028 0.63218 -0.55851
C 1.37981 0.91341 1.96015
N -0.54372 -2.02146 -0.58511
O 0.84638 -3.55073 0.56458
H -1.83779 -1.71999 -3.62606
H -1.87616 0.31970 -2.39013
H -0.52566 -3.59720 -2.13649
H -1.22300 1.26688 0.23829
H -0.95751 -0.12216 1.28501
H 1.52041 0.13691 -1.53189
H 2.91565 0.28561 -0.46881
H 2.01832 1.72158 -0.79709
H 1.58491 0.03903 2.57384
H 0.54962 1.44831 2.47708
H 2.31043 1.46106 1.88908
```

For the HOMO-LUMO gap (alpha / beta), the calculation gives 0.3214 / 0.2662 Ha. The value obtained for the LUMO energy (alpha / beta) is 0.561 / 0.011 eV. Its total energy is -13044.80580 eV. As for the net charge: 0.

=====

Entry from the OMol25 dataset: an isolated molecule of C9H11NO2 at a distorted geometry (ωB97M-V with the def2-TZVPD basis set).

```
23
C9H11NO2 (ωB97M-V with the def2-TZVPD basis set)
O -3.93251 2.06773 0.77503
C -3.94775 0.98375 0.19439
C -2.82309 0.17821 -0.19474
C -2.73611 -0.94794 -0.94921
C -1.35091 -1.26186 -1.07580
C -0.68754 -0.28036 -0.35164
N 0.60531 -0.07773 -0.01806
C 1.10185 1.04652 0.79107
C 2.54136 0.67545 1.10237
C 2.96112 -0.18343 -0.13387
C 1.67215 -0.99405 -0.38666
O -1.55777 0.60580 0.17235
H -4.90708 0.58390 -0.18652
H -3.55520 -1.45408 -1.45774
H -0.86943 -2.12585 -1.47211
H 0.98574 1.99849 0.26185
H 0.50221 1.12561 1.73795
H 2.55003 0.02656 2.01565
H 3.15257 1.56120 1.29405
H 3.17724 0.49126 -0.97660
H 3.82287 -0.83751 0.07023
H 1.67188 -1.88179 0.25047
H 1.62307 -1.29988 -1.46244
```

For the HOMO-LUMO gap, the calculation gives 0.3085 Ha. The value obtained for the LUMO energy is 0.735 eV. Its total energy is -15095.56999 eV. As for the net charge: 0. As for the SMILES: O=Cc1ccc(N2CCCC2)o1.

=====

Entry from the OMol25 dataset: a structure of composition C9H11NO2 at a distorted geometry (ωB97M-V with the def2-TZVPD basis set).

```
23
C9H11NO2 (ωB97M-V with the def2-TZVPD basis set)
C 1.36106 -2.38784 -0.65219
C 0.32505 -1.40750 0.00779
C -0.94277 -1.80336 -0.07423
C -2.06116 -1.07200 0.06968
C -1.84748 0.39214 0.26802
C -0.54369 0.82555 0.75809
C -0.53722 2.24806 0.62595
C 0.01602 2.88204 -0.61221
C 0.54182 -0.00435 0.39581
H 3.82719 -2.15359 0.47956
H 1.96834 -3.02714 1.55864
H 0.66594 -3.42525 -0.78806
H 1.93014 -2.04339 -1.68934
H -0.96631 -3.00669 -0.12583
H -3.22298 -1.45882 -0.49535
H -2.68449 1.16796 -0.06276
H -1.34245 2.85053 0.89257
H 0.23049 2.66716 1.39790
H -1.30703 4.51555 -0.11461
H 1.52099 0.64689 -0.12913
N 2.46647 -2.83651 0.33248
O -0.43805 4.12078 -0.72026
O 1.04012 2.30978 -1.32253
```

For the HOMO-LUMO gap, the calculation gives 0.2998 Ha. The value obtained for the LUMO energy is -0.231 eV. Its total energy is -15086.11734 eV. As for the net charge: 0.